[1]
{"formula": "C21H39Cl4N3O4", "method": "the ωB97M-V functional and the def2-TZVPD basis", "smiles": "ClC(Cl)(Cl)Cl.c1cc[nH]c1.c1cc[nH]c1.c1cc[nH]c1.CCO.CCO.CCO.CCO", "total_charge": 0, "lumo_ev": 0.45, "max_force_ev_per_a": 1.14, "relative_energy_kj_mol": 0.0, "homo_lumo_gap_ha": 0.324, "elements": ["Cl", "C", "Cl", "Cl", "Cl", "C", "C", "C", "N", "C", "H", "H", "H", "H", "H", "C", "C", "C", "N", "C", "H", "H", "H", "H", "H", "C", "C", "C", "N", "C", "H", "H", "H", "H", "H", "C", "C", "O", "H", "H", "H", "H", "H", "H", "C", "C", "O", "H", "H", "H", "H", "H", "H", "C", "C", "O", "H", "H", "H", "H", "H", "H", "C", "C", "O", "H", "H", "H", "H", "H", "H"], "xyz": [[-8.2670, 14.1933, 9.2867], [-8.3680, 12.9158, 10.4874], [-8.1615, 13.5682, 12.0987], [-9.9287, 12.0888, 10.3256], [-7.0825, 11.7290, 10.2021], [-2.8002, 10.9200, 12.8216], [-3.4549, 10.3086, 11.7231], [-4.7506, 10.0378, 12.1147], [-4.8906, 10.4490, 13.4082], [-3.7267, 11.0118, 13.8370], [-1.7799, 11.2611, 12.8590], [-3.0714, 10.0590, 10.7465], [-5.5861, 9.6846, 11.5375], [-5.7378, 10.4893, 13.9661], [-3.6394, 11.4590, 14.8121], [-8.0186, 10.8744, 14.5416], [-8.2049, 9.5200, 14.1452], [-7.3641, 8.7550, 14.9086], [-6.7574, 9.5861, 15.8189], [-7.1319, 10.8794, 15.5944], [-8.6142, 11.6766, 14.1410], [-8.7517, 9.2117, 13.2693], [-7.0840, 7.7187, 14.8500], [-6.0591, 9.2686, 16.4655], [-6.7718, 11.6808, 16.2153], [-10.6433, 15.9133, 6.7104], [-10.2663, 16.3009, 5.3763], [-11.1282, 17.2694, 4.9733], [-12.0229, 17.4961, 5.9911], [-11.7632, 16.6254, 7.0229], [-10.1200, 15.1646, 7.2783], [-9.4503, 15.8770, 4.8185], [-11.1262, 17.8702, 4.0795], [-12.6842, 18.2438, 6.0554], [-12.3415, 16.6799, 7.9316], [-5.6027, 11.2552, 6.6373], [-5.1334, 10.0604, 7.4480], [-5.4916, 8.8864, 6.6984], [-5.4179, 11.0905, 5.5803], [-5.0619, 12.1430, 6.9706], [-6.6666, 11.4011, 6.8207], [-5.6166, 10.0313, 8.4293], [-4.0477, 10.0741, 7.5978], [-5.2233, 8.1038, 7.1883], [-7.4683, 17.1530, 12.2394], [-7.7733, 18.3699, 13.0993], [-7.2562, 18.1093, 14.4266], [-6.4645, 17.1839, 11.8197], [-8.1804, 17.0594, 11.4180], [-7.5557, 16.2683, 12.8669], [-8.8474, 18.5757, 13.1620], [-7.3017, 19.2749, 12.6965], [-7.6488, 18.7332, 15.0422], [-6.5789, 16.6685, 6.0217], [-5.8824, 15.6041, 6.8362], [-5.6329, 16.1918, 8.1358], [-7.4897, 17.0154, 6.5136], [-6.8041, 16.2881, 5.0258], [-5.9617, 17.5685, 5.9785], [-4.9150, 15.3328, 6.4024], [-6.5121, 14.7179, 6.9690], [-5.2364, 15.5304, 8.7127], [-3.7498, 14.8430, 13.4168], [-4.9097, 14.1988, 12.6618], [-4.4552, 13.2602, 11.6941], [-3.0486, 14.0544, 13.7022], [-4.0859, 15.3537, 14.3186], [-3.2289, 15.5344, 12.7563], [-5.4378, 14.9471, 12.0674], [-5.6499, 13.7995, 13.3643], [-4.2582, 12.4125, 12.1207]], "atomic_forces_ev_per_a": [[0.08, 0.20, 0.02], [0.11, -0.53, -0.28], [-0.26, 0.15, 0.09], [-0.04, 0.11, 0.15], [-0.03, 0.09, -0.08], [-0.03, -0.14, 0.12], [-0.47, -0.44, -0.03], [0.29, 0.16, -0.01], [-0.20, 0.32, 0.15], [0.48, -0.10, -0.07], [0.00, 0.05, 0.01], [0.17, 0.16, 0.07], [-0.03, -0.24, 0.14], [0.06, -0.09, -0.51], [-0.03, -0.08, 0.09], [-0.58, -0.33, 0.36], [0.70, 0.23, -0.47], [0.01, 0.15, 0.23], [0.11, -0.53, -0.29], [-0.38, 0.25, -0.04], [0.32, 0.26, 0.11], [-0.16, -0.18, 0.16], [-0.15, -0.10, 0.07], [0.03, 0.14, 0.10], [-0.01, 0.04, 0.02], [0.14, -0.20, -1.02], [0.07, -0.44, 0.72], [-0.08, 0.63, 0.00], [0.12, -0.58, 0.04], [0.22, 0.65, 0.42], [-0.25, -0.05, 0.22], [0.03, 0.10, -0.12], [-0.14, -0.05, -0.02], [-0.15, 0.03, -0.21], [0.01, -0.10, -0.05], [0.09, -0.05, 0.72], [0.06, -0.50, -0.49], [-0.01, 0.14, 0.17], [0.02, -0.01, -0.08], [-0.12, 0.08, -0.08], [-0.04, 0.11, -0.24], [0.04, 0.10, 0.01], [-0.05, 0.10, -0.01], [0.00, 0.04, 0.03], [-0.22, 0.19, 0.12], [0.25, 0.09, 0.46], [-0.13, 0.00, -0.48], [0.04, 0.03, 0.05], [0.06, 0.04, -0.02], [-0.02, -0.05, -0.03], [0.02, -0.21, -0.05], [-0.01, -0.11, -0.02], [0.02, 0.08, -0.04], [0.05, 0.20, 0.23], [0.15, 0.54, 0.99], [-0.12, -0.17, -0.28], [-0.16, -0.38, -0.06], [-0.03, 0.20, -0.05], [0.21, -0.19, -0.30], [-0.17, -0.17, -0.20], [0.10, -0.05, -0.23], [-0.01, -0.04, -0.06], [-0.06, -0.41, -0.21], [0.20, 0.37, -0.31], [-0.39, 0.05, 0.22], [0.01, 0.09, 0.08], [-0.02, 0.14, -0.05], [0.09, 0.07, 0.12], [-0.04, 0.12, 0.18], [0.14, -0.36, -0.07], [0.10, 0.37, -0.12]], "lowdin_charge": [0.580, -2.016, 0.608, 0.529, 0.571, -0.112, -0.107, -0.153, 0.036, -0.150, 0.100, 0.095, 0.083, 0.082, 0.113, -0.119, -0.097, -0.129, 0.001, -0.156, 0.060, 0.098, 0.111, 0.149, 0.114, -0.104, -0.116, -0.144, 0.002, -0.141, 0.051, 0.084, 0.105, 0.139, 0.105, -0.088, -0.320, -0.090, 0.077, 0.069, 0.068, 0.068, 0.108, 0.076, -0.097, -0.299, -0.097, 0.072, 0.071, 0.037, 0.106, 0.106, 0.071, -0.092, -0.316, -0.114, 0.068, 0.072, 0.077, 0.110, 0.077, 0.069, -0.073, -0.348, -0.114, 0.062, 0.071, 0.073, 0.078, 0.078, 0.010]}



[2]
{"formula": "C23H19Cl2O4S2Zn", "method": "the ωB97M-V functional and the def2-TZVPD basis", "total_charge": -1, "lumo_ev": 1.41, "max_force_ev_per_a": 1.84, "relative_energy_kj_mol": 193.6, "homo_lumo_gap_ha": 0.118, "elements": ["C", "C", "C", "C", "S", "C", "C", "S", "C", "C", "C", "C", "C", "C", "O", "O", "O", "O", "C", "C", "H", "H", "H", "H", "H", "H", "H", "H", "H", "H", "H", "H", "Cl", "Zn", "Cl", "C", "C", "C", "C", "C", "C", "C", "C", "C", "H", "H", "H", "H", "H", "H", "H"], "xyz": [[0.1442, -5.0835, 0.3389], [0.7327, -4.2294, -0.5972], [0.7887, -2.8574, -0.3558], [0.2662, -2.3480, 0.8252], [0.2886, -0.5772, 1.0433], [-1.4489, -0.1143, 1.0773], [-1.8677, 0.6364, 2.1139], [-2.5137, -0.5123, -0.3059], [-3.7854, -1.6395, 0.2764], [-3.5971, -3.0174, 0.1322], [-4.5140, -3.9086, 0.6959], [-5.6768, -3.4242, 1.3022], [-5.9196, -2.0472, 1.3397], [-4.9716, -1.1515, 0.8329], [-3.1641, 0.6989, -0.7454], [-1.7349, -1.3226, -1.2168], [0.8590, -0.2954, 2.3370], [0.8966, -0.0145, -0.1424], [-0.2620, -3.1936, 1.8029], [-0.3532, -4.5635, 1.5401], [0.0728, -6.1545, 0.1309], [1.1429, -4.6169, -1.5315], [1.2183, -2.1763, -1.0854], [-2.8959, 0.9738, 2.1805], [-1.1799, 0.8488, 2.9229], [-2.7397, -3.3944, -0.4243], [-4.3162, -4.9822, 0.6425], [-6.3960, -4.1208, 1.7359], [-6.8523, -1.6656, 1.7612], [-5.1534, -0.0779, 0.8457], [-0.6167, -2.7812, 2.7465], [-0.8151, -5.2307, 2.2739], [4.6368, 7.1327, 1.9457], [6.2199, 5.8599, 1.3103], [6.8737, 4.1430, 0.2424], [2.7962, 4.9277, -0.4024], [2.3842, 4.0408, 0.6190], [2.2377, 2.7396, 0.0507], [2.6719, 2.7872, -1.3232], [3.0373, 4.1782, -1.5909], [3.4837, 4.5791, -2.8450], [3.5289, 3.6490, -3.8835], [3.1891, 2.3027, -3.6417], [2.7950, 1.8577, -2.3665], [3.0079, 5.9945, -0.3317], [2.1971, 4.3364, 1.6478], [1.8855, 1.8557, 0.5691], [3.7664, 5.6194, -2.9766], [3.8303, 3.9560, -4.8847], [3.2414, 1.5814, -4.4626], [2.5810, 0.8013, -2.1695]], "atomic_forces_ev_per_a": [[-0.02, 0.22, 0.02], [0.00, 0.00, 0.12], [-0.05, -0.13, -0.16], [-0.11, -0.30, 0.15], [1.41, -0.03, -1.18], [-0.38, 0.72, 1.23], [0.19, -1.05, -0.99], [-0.18, -0.47, -1.35], [-0.37, -0.12, 0.38], [0.19, -0.04, 0.22], [-0.12, 0.24, -0.15], [0.23, 0.15, -0.05], [0.13, 0.02, -0.13], [0.07, -0.14, 0.11], [0.25, -0.52, 0.55], [-0.16, 0.62, 0.44], [-0.69, -0.02, -0.06], [-0.94, -0.66, 0.95], [-0.15, -0.08, -0.23], [0.09, 0.04, -0.01], [0.02, 0.36, 0.11], [-0.15, 0.05, 0.31], [-0.15, -0.08, 0.12], [0.09, 0.13, -0.09], [0.02, 0.09, -0.05], [-0.04, 0.18, 0.31], [-0.14, 0.37, -0.04], [0.18, 0.22, -0.14], [0.33, -0.12, -0.12], [0.06, -0.22, 0.06], [0.02, -0.08, -0.20], [0.22, 0.26, -0.22], [0.68, 0.14, 0.23], [-1.18, -0.66, -0.64], [0.37, 0.49, 0.39], [0.74, 0.02, 0.06], [-0.08, -0.41, -1.41], [0.49, 0.32, 0.09], [-0.13, 0.89, 0.84], [-0.65, -0.26, 1.00], [-0.06, -0.45, -0.65], [0.08, 0.40, 0.31], [-0.20, -0.66, 0.62], [0.11, 0.15, -0.65], [-0.14, -0.21, 0.18], [-0.13, -0.16, -0.10], [0.24, 0.30, -0.07], [0.00, 0.01, -0.25], [0.01, -0.06, 0.15], [0.03, 0.18, 0.21], [-0.01, 0.32, -0.24]], "lowdin_charge": [-0.085, -0.063, -0.052, -0.288, 0.693, -0.367, 0.086, 0.701, -0.263, -0.053, -0.071, -0.082, -0.077, -0.059, -0.280, -0.301, -0.288, -0.281, -0.059, -0.087, 0.102, 0.109, 0.122, 0.083, 0.081, 0.112, 0.108, 0.103, 0.105, 0.114, 0.120, 0.104, -0.101, 0.203, -0.098, -0.172, -0.168, -0.114, -0.218, -0.256, -0.096, -0.166, -0.162, -0.079, 0.040, 0.062, 0.034, 0.087, 0.068, 0.068, 0.081]}



[3]
{"formula": "C9H34O9", "method": "the ωB97M-V functional and the def2-TZVPD basis", "total_charge": -2, "lumo_ev": 3.57, "max_force_ev_per_a": 3.55, "relative_energy_kj_mol": 234.5, "homo_lumo_gap_ha": 0.116, "elements": ["C", "O", "H", "H", "H", "C", "O", "H", "H", "H", "C", "O", "H", "H", "H", "H", "C", "O", "H", "H", "H", "H", "C", "O", "H", "H", "H", "H", "C", "O", "H", "H", "H", "H", "C", "O", "H", "H", "H", "H", "C", "O", "H", "H", "H", "H", "C", "O", "H", "H", "H", "H"], "xyz": [[0.3517, -0.0910, -0.4585], [1.5712, -0.6956, -0.7315], [-0.2867, -0.6027, 0.2618], [0.4732, 0.9191, -0.0674], [-0.1384, 0.0688, -1.4189], [-0.2816, -1.7468, -6.8972], [1.0106, -2.1872, -7.3441], [-0.1537, -1.0148, -6.0997], [-0.7575, -1.2617, -7.7494], [-0.9261, -2.5556, -6.5525], [-4.2750, -4.4112, -1.7923], [-5.2676, -4.4126, -0.8221], [-4.5346, -5.0932, -2.6020], [-4.2076, -3.4267, -2.2551], [-3.2837, -4.7008, -1.4436], [-6.0996, -4.2464, -1.2713], [5.5952, 1.2319, 3.2711], [5.1154, -0.0478, 3.0314], [5.7732, 1.3810, 4.3361], [6.5208, 1.3524, 2.7082], [4.8386, 2.0004, 3.1128], [4.6418, -0.0516, 2.1964], [-0.4985, 3.0778, 4.6255], [0.2268, 4.1508, 5.1874], [0.1666, 2.2970, 4.2566], [-1.2694, 2.6995, 5.2969], [-1.0319, 3.3748, 3.7225], [0.6068, 4.5748, 4.4145], [-0.6003, 6.1055, -5.5802], [-0.3444, 4.7782, -5.3120], [-1.4549, 6.4052, -4.9735], [0.2721, 6.7114, -5.3356], [-0.8237, 6.3102, -6.6273], [-1.1629, 4.3097, -5.4915], [-4.4619, -4.2298, 4.4380], [-4.9091, -5.4794, 4.0186], [-3.8280, -3.8392, 3.6420], [-5.2270, -3.5007, 4.7048], [-3.7915, -4.3835, 5.2836], [-5.2486, -5.2489, 3.1507], [2.8557, 5.8295, -0.6290], [3.0220, 6.4157, 0.6330], [3.2383, 4.8092, -0.6013], [1.7967, 5.8148, -0.8866], [3.4080, 6.4600, -1.3258], [3.9050, 6.5079, 0.9983], [1.4299, -6.0296, 2.0207], [2.5525, -5.3074, 1.5746], [1.5630, -6.7667, 2.8127], [0.6958, -5.2886, 2.3371], [0.9565, -6.4471, 1.1320], [2.2769, -4.5191, 1.1010]], "atomic_forces_ev_per_a": [[2.38, -0.48, -1.17], [-0.49, 0.04, 0.94], [-0.67, -0.49, 0.30], [-0.02, 0.97, 0.58], [-1.12, -0.02, -0.29], [3.25, -0.58, -1.30], [-1.58, 0.15, 0.52], [-0.39, 0.34, 0.49], [-0.86, 0.44, -0.24], [-0.47, -0.40, 0.30], [0.52, 0.27, -1.72], [-0.64, -0.26, 1.27], [0.09, -0.28, -0.14], [0.35, 0.16, 0.01], [-0.31, 0.09, 0.52], [0.01, 0.03, 0.10], [-0.03, 0.49, 0.46], [-0.44, -0.81, 0.27], [0.45, -0.51, 0.17], [0.04, 0.71, 0.00], [0.07, 0.20, -0.79], [-0.17, -0.13, -0.16], [-0.39, -0.45, -0.91], [-0.12, 0.16, -0.03], [0.03, -0.36, 0.46], [0.41, -0.01, 0.30], [-0.21, 0.33, -0.07], [0.30, 0.32, 0.21], [-0.32, 1.00, 0.06], [0.37, -1.04, -0.09], [-0.07, 0.64, 0.03], [-0.01, -0.10, 0.22], [-0.11, -0.07, -0.29], [0.16, -0.42, 0.07], [1.66, 0.55, 0.40], [-0.96, -0.28, -0.38], [0.02, 0.57, 0.06], [-0.27, -0.11, -0.01], [-0.17, 0.09, 0.20], [-0.28, -0.82, -0.31], [1.08, -0.03, -0.03], [-1.18, 0.82, 1.70], [-0.06, -0.08, -0.45], [0.11, 0.08, 0.19], [-0.10, -0.38, -0.63], [0.13, -0.45, -0.77], [-1.38, 1.43, -1.25], [1.28, -0.61, 0.69], [0.70, 0.17, -0.21], [-0.29, -0.15, 0.63], [-0.11, -0.82, 0.13], [-0.19, 0.08, -0.03]], "lowdin_charge": [-0.503, -0.500, 0.006, -0.002, 0.023, -0.458, -0.564, 0.018, 0.000, 0.005, -0.186, -0.125, 0.071, 0.082, 0.087, 0.070, -0.204, -0.112, 0.068, 0.074, 0.075, 0.088, -0.177, -0.125, 0.081, 0.075, 0.074, 0.071, -0.213, -0.092, 0.073, 0.077, 0.069, 0.085, -0.195, -0.114, 0.084, 0.074, 0.077, 0.073, -0.163, -0.146, 0.084, 0.083, 0.070, 0.070, -0.185, -0.124, 0.072, 0.072, 0.070, 0.087]}